No. 1
Computed, not measured: C47H44N2O6 in the gas phase in a non-equilibrium geometry, with ωB97M-V/def2-TZVPD.

XYZ file:
```
99
C47H44N2O6 ωB97M-V/def2-TZVPD
C 3.1584 -1.4427 4.0922
C 2.4432 -0.2530 3.5020
O 1.1260 -0.7768 3.1525
C 0.3187 0.1127 2.5730
C -1.0849 -0.3864 2.2125
C -1.9818 0.5450 3.0141
O -1.5785 1.0453 4.0496
O -3.2218 0.7186 2.5212
C -4.1195 1.4914 3.3718
C -5.4132 0.7595 3.5482
C -1.4951 -1.6953 2.9252
O -0.7038 -2.5526 3.3222
O -2.8024 -1.8981 3.1371
C -2.9731 -3.1972 3.7573
C -4.4011 -3.3211 4.1795
O 0.6843 1.2513 2.3238
H 4.2183 -1.2171 4.2435
H 2.7179 -1.6853 5.0683
H 3.0755 -2.3187 3.4333
H 2.2950 0.5548 4.2364
H 2.9466 0.1343 2.6001
H -3.6251 1.6206 4.3350
H -4.2455 2.4604 2.8846
H -6.1545 1.4723 3.9123
H -5.7823 0.2907 2.6338
H -5.2853 -0.0152 4.3084
H -2.6854 -3.9642 3.0304
H -2.3033 -3.2650 4.6190
H -4.6538 -4.3786 4.2507
H -4.5143 -2.8936 5.1772
H -5.0955 -2.8316 3.4983
C 1.7779 7.8003 0.4036
C 0.4750 7.6414 0.8956
C -0.3771 6.7107 0.3039
C 0.0714 5.9542 -0.7864
N -0.8226 5.0257 -1.3943
C -1.4514 5.4313 -2.6050
C -0.8058 5.1985 -3.8246
C -1.3298 5.7354 -5.0001
C -2.5198 6.4728 -4.9645
C -3.1635 6.7018 -3.7421
C -2.6213 6.1965 -2.5597
C -0.9030 3.7010 -0.9044
C -2.1240 3.2001 -0.4376
C -2.1851 1.9270 0.1165
C -1.0649 1.0975 0.1829
C -1.1889 -0.3428 0.7190
C -0.2010 -1.3195 0.0561
C 0.3833 -2.3888 0.7437
C 1.0379 -3.4140 0.0872
C 1.2681 -3.3296 -1.2862
N 2.0790 -4.2819 -1.8829
C 2.2011 -4.4683 -3.2814
C 3.4151 -4.1329 -3.8912
C 3.6160 -4.4428 -5.2334
C 2.6280 -5.1336 -5.9464
C 1.4288 -5.4935 -5.3208
C 1.1933 -5.1290 -3.9948
C 2.9158 -5.0755 -1.0487
C 2.6343 -6.4361 -0.8890
C 3.3557 -7.1758 0.0495
C 4.4140 -6.5764 0.7470
C 4.7461 -5.2340 0.5168
C 3.9764 -4.4718 -0.3610
C 0.7496 -2.2308 -2.0017
C 0.0033 -1.2698 -1.3342
C 0.1530 1.6110 -0.2924
C 0.2374 2.8934 -0.8221
C 1.3456 6.1536 -1.3170
C 2.2125 7.0621 -0.7050
H 2.4577 8.5093 0.8843
H 0.1212 8.2351 1.7411
H -1.4001 6.5628 0.6508
H 0.1255 4.6318 -3.8262
H -0.8068 5.5765 -5.9441
H -2.9432 6.8745 -5.8905
H -4.0878 7.2797 -3.7060
H -3.0775 6.3978 -1.5905
H -3.0075 3.8366 -0.4887
H -3.1234 1.5852 0.5531
H -2.2111 -0.6823 0.4958
H 0.3498 -2.4722 1.8153
H 1.3825 -4.2729 0.6617
H 4.1858 -3.6451 -3.2913
H 4.5513 -4.1509 -5.7095
H 2.8012 -5.3968 -6.9929
H 0.6726 -6.0604 -5.8624
H 0.2678 -5.3955 -3.4827
H 1.8204 -6.8765 -1.4700
H 3.0826 -8.2178 0.2347
H 4.9845 -7.1617 1.4743
H 5.5931 -4.7716 1.0303
H 4.1769 -3.4115 -0.5239
H 0.9408 -2.1512 -3.0731
H -0.4009 -0.4296 -1.8993
H 1.0666 1.0246 -0.2090
H 1.1906 3.2737 -1.1880
H 1.6405 5.5899 -2.2028
H 3.2233 7.1864 -1.0985
```

## Properties
Gap between HOMO and LUMO in Ha: 0.29727
Calculated total energy in Ha: -2378.33074
Molar mass in g/mol: 732.88
Highest occupied orbital energy in eV: -7.378
Net charge: 0



No. 2
Computed, not measured: a molecular structure, C47H44N2P2S5W, with ωB97M-V/def2-TZVPD.

XYZ file:
```
101
C47H44N2P2S5W ωB97M-V/def2-TZVPD
W 0.2184 0.2513 0.1508
S -0.8159 0.4243 2.3655
C -2.5150 -0.0315 2.2421
C -3.3097 0.0734 3.3831
C -4.6525 -0.2591 3.3214
C -5.2250 -0.7083 2.1344
C -4.4402 -0.8377 1.0028
C -3.0980 -0.4795 1.0688
S -2.0408 -0.6948 -0.3194
C -2.5576 0.5800 -1.4940
C -1.4289 0.6523 -2.4806
C -1.6647 0.9653 -3.8057
C -0.6295 0.8866 -4.7204
C 0.6071 0.4303 -4.2933
C 0.7867 0.1321 -2.9584
C 2.0509 -0.4630 -2.4503
S 2.4779 0.2967 -0.8506
C 3.3292 -1.0929 -0.1483
C 4.7135 -1.1748 -0.2036
C 5.3352 -2.2990 0.3167
C 4.5722 -3.3193 0.8758
C 3.1884 -3.2344 0.9156
C 2.5548 -2.1040 0.4094
S 0.7880 -1.9834 0.4047
N -0.1923 0.3072 -2.0408
H -2.8735 0.4145 4.3143
H -5.2591 -0.1765 4.2140
H -6.2726 -0.9742 2.1009
H -4.8603 -1.2180 0.0796
H -2.7202 1.5147 -0.9612
H -3.4766 0.2935 -2.0037
H -2.6628 1.2468 -4.1126
H -0.7948 1.1383 -5.7599
H 1.4277 0.2932 -4.9840
H 2.8772 -0.3241 -3.1437
H 1.8984 -1.5295 -2.2736
H 5.2888 -0.3682 -0.6416
H 6.4130 -2.3838 0.2839
H 5.0638 -4.1936 1.2818
H 2.6011 -4.0369 1.3436
C 1.9034 8.6533 1.2635
S 0.3439 7.7849 1.4889
C 0.9592 6.2036 2.1001
C -0.2172 5.3475 2.5519
C 0.1616 3.9043 2.8317
N 0.5191 3.0950 1.6382
P -0.4105 2.7853 0.2280
C 0.2680 3.9043 -1.0345
C 1.0399 3.4238 -2.0861
C 1.6834 4.2932 -2.9575
C 1.5735 5.6623 -2.7746
C 0.8093 6.1591 -1.7236
C 0.1562 5.2882 -0.8684
C -2.1076 3.3851 0.4422
C -2.8376 3.1163 1.6031
C -4.1757 3.4657 1.6891
C -4.8084 4.0792 0.6160
C -4.0974 4.3422 -0.5449
C -2.7559 3.9987 -0.6343
P 1.5996 1.7793 1.6784
C 3.2029 2.4313 1.1317
C 3.3072 3.6052 0.3922
C 4.5522 4.0620 -0.0182
C 5.6970 3.3472 0.2965
C 5.6015 2.1750 1.0376
C 4.3638 1.7207 1.4600
C 2.0511 1.2137 3.3405
C 1.9379 -0.1181 3.7290
C 2.4191 -0.5289 4.9645
C 3.0100 0.3844 5.8225
C 3.1585 1.7109 5.4316
C 2.7001 2.1177 4.1920
H 1.6646 9.6497 0.8963
H 2.5412 8.1562 0.5329
H 2.4319 8.7513 2.2108
H 1.6359 6.3853 2.9388
H 1.5272 5.6836 1.3243
H -1.0318 5.3945 1.8249
H -0.6374 5.7589 3.4728
H -0.6316 3.3928 3.3759
H 1.0284 3.8905 3.4874
H 1.1756 2.3631 -2.2178
H 2.2842 3.8988 -3.7674
H 2.0835 6.3431 -3.4441
H 0.7164 7.2250 -1.5585
H -0.4325 5.7103 -0.0649
H -2.3659 2.6307 2.4421
H -4.7254 3.2588 2.5982
H -5.8527 4.3542 0.6873
H -4.5815 4.8260 -1.3836
H -2.2164 4.2127 -1.5477
H 2.4245 4.1725 0.1363
H 4.6239 4.9843 -0.5806
H 6.6664 3.7077 -0.0222
H 6.4955 1.6256 1.3045
H 4.3040 0.8219 2.0613
H 1.4873 -0.8492 3.0695
H 2.3270 -1.5675 5.2540
H 3.3754 0.0618 6.7889
H 3.6478 2.4209 6.0849
H 2.8840 3.1366 3.8720
```

## Properties
Gap between HOMO and LUMO in Ha: 0.22390
Calculated total energy in Ha: -4667.31544
Molar mass in g/mol: 1043.01
Highest occupied orbital energy in eV: -12.483
Net charge: +2



No. 3
Computed, not measured: a molecular structure, C47H45CrGeN11O2S2 in a non-equilibrium geometry, with ωB97M-V/def2-TZVPD.

XYZ file:
```
109
C47H45CrGeN11O2S2 ωB97M-V/def2-TZVPD
Cr -0.1966 -0.3969 -0.3208
C 2.9544 2.4629 -1.2977
C 1.6877 1.9383 -1.0684
N 1.5398 0.8301 -0.3459
C 2.6401 0.2538 0.1691
C 3.8922 0.7952 -0.0823
N 4.0494 1.8898 -0.8145
C 2.3634 -0.8807 1.0587
C 3.2665 -1.5017 1.8961
C 2.8178 -2.4548 2.8166
C 1.4319 -2.6327 2.9341
C 0.5858 -1.9796 2.0616
N 1.0644 -1.2205 1.0645
C -0.8776 -1.8774 2.1634
C -1.6710 -2.5473 3.0895
N -2.9717 -2.3282 3.1835
C -3.5012 -1.4247 2.3640
C -2.7375 -0.7488 1.4255
N -1.4276 -0.9856 1.3191
C 3.7590 -3.1962 3.6815
C 5.0422 -2.7195 3.9374
C 5.8862 -3.4700 4.7435
N 5.5365 -4.6319 5.2868
C 4.3118 -5.0863 5.0426
C 3.3915 -4.4110 4.2529
H 3.0783 3.3633 -1.8874
H 0.7891 2.3976 -1.4605
H 4.7912 0.3409 0.3172
H 4.3125 -1.2356 1.8532
H 1.0292 -3.2289 3.7403
H -1.2450 -3.2768 3.7682
H -4.5640 -1.2336 2.4491
H -3.1767 -0.0222 0.7546
H 5.3926 -1.7686 3.5576
H 6.8875 -3.1185 4.9621
H 4.0508 -6.0353 5.4955
H 2.4237 -4.8610 4.0746
O -4.8003 0.4487 -3.1133
C -4.2493 1.6453 -2.9045
C -4.9182 2.7493 -3.4427
C -4.4157 4.0156 -3.2706
C -3.2306 4.2298 -2.5500
C -2.5654 3.1554 -2.0160
C -3.0498 1.8450 -2.1817
C -2.3155 0.7273 -1.6397
O -1.1501 0.9639 -0.9801
N -2.6945 -0.5006 -1.7838
N -1.8046 -1.3965 -1.2101
C -2.1298 -2.6399 -1.3687
S -3.4666 -3.1471 -2.3428
C -3.3918 -4.8828 -1.8116
C -1.9407 -5.2371 -1.5609
S -1.2376 -3.8915 -0.5583
H -4.2584 -0.2466 -2.6986
H -5.8308 2.5705 -3.9947
H -4.9426 4.8567 -3.7016
H -2.8459 5.2319 -2.4220
H -1.6526 3.3050 -1.4567
H -3.8163 -5.4895 -2.6104
H -3.9976 -4.9986 -0.9145
H -1.3755 -5.3078 -2.4886
H -1.8360 -6.1627 -0.9973
C 3.6782 -3.9611 -2.6668
C 2.9728 -4.0074 -1.3303
N 1.9945 -2.9229 -1.2672
C 1.5188 -2.1954 -2.3071
N 0.7850 -1.1090 -2.0480
C 0.3024 -0.3326 -3.2099
C 1.2281 -0.4471 -4.4018
C 1.3747 -1.9079 -4.7386
N 1.8247 -2.6230 -3.5442
C 2.6213 -3.8409 -3.7433
H 4.2721 -4.8612 -2.8140
H 4.3500 -3.1012 -2.7149
H 3.6776 -3.8808 -0.5071
H 2.4741 -4.9714 -1.1980
H 1.5669 -2.7416 -0.3809
H 0.2328 0.7140 -2.9200
H -0.7051 -0.6534 -3.4940
H 2.2055 -0.0173 -4.1683
H 0.8098 0.0993 -5.2464
H 2.1058 -2.0733 -5.5272
H 0.4201 -2.3185 -5.0809
H 3.0711 -3.7770 -4.7313
H 1.9675 -4.7189 -3.7373
Ge -0.3360 1.9632 2.0204
C 1.4086 1.8625 2.7541
C 2.4591 2.7099 2.3816
C 3.6567 2.6663 3.0725
C 3.8154 1.7771 4.1339
C 2.7798 0.9305 4.5089
C 1.5777 0.9689 3.8184
C -1.1220 3.4932 1.2610
C -0.3947 4.4990 0.6098
C -1.0178 5.6871 0.2788
C -2.3657 5.8722 0.5817
C -3.0983 4.8719 1.2057
C -2.4815 3.6776 1.5426
H -1.3071 1.2150 2.9341
H 2.3404 3.4218 1.5740
H 4.4632 3.3351 2.8011
H 4.7473 1.7632 4.6847
H 2.9027 0.2597 5.3496
H 0.7622 0.3257 4.1330
H 0.6571 4.3715 0.3847
H -0.4578 6.4785 -0.2016
H -2.8439 6.8117 0.3363
H -4.1436 5.0256 1.4371
H -3.0546 2.9054 2.0435
```

## Properties
Gap between HOMO and LUMO (alpha / beta) in Ha: 0.19650 / 0.19989
Calculated total energy in Ha: -6487.76185
2S+1: 2
Energy above the lowest of the compared OMol25 structures with the same formula, charge and spin in kcal per mole: 0.0
Molar mass in g/mol: 984.69
Highest occupied orbital energy (alpha / beta) in eV: -14.819 / -14.820
Net charge: +3